21
Properties=species:S:1:pos:R:3:forces:R:3:lowdin_charge:R:1 method="wB97M-V/def2-TZVPD" lumo_ha=-0.4591 gap_ev=5.437 mol_weight_g_mol=374.7 max_force_ev_per_a=3.3 total_charge=+2 e_homo_ev=-17.93
C -0.724237 -1.266269 2.840738 0.0230 0.6980 -0.0178 -0.049
C -0.044368 -0.702971 1.519506 -0.5284 -2.4183 -0.0122 -0.247
O 0.117600 0.745782 1.496797 1.4094 -0.2396 -2.1923 -0.135
C 1.064663 1.152888 0.515172 0.7810 1.6475 2.7514 -0.307
P 0.414451 1.050590 -1.266510 -1.8224 -1.2253 -0.1739 1.020
C -1.494616 0.972377 -1.288380 0.1732 0.5908 -1.1734 -0.171
C 0.926900 -0.575170 -2.127547 -0.3904 -2.6684 -0.6329 -0.643
F 0.753743 -1.705062 -1.342532 0.6063 2.6835 -1.5299 0.112
F 0.026336 -0.722888 -3.213007 2.3563 0.5430 1.8236 0.032
F 2.254925 -0.500486 -2.545853 -2.7140 -0.1595 0.5201 0.035
H -0.802328 -2.405003 2.747146 0.1416 1.6960 0.0680 0.111
H -0.115707 -1.000457 3.770207 -0.7046 -0.4303 -1.3884 0.105
H -1.757720 -0.819176 2.977287 1.2078 -0.6454 -0.2181 0.095
H 0.950789 -1.263849 1.392665 -1.1317 1.1982 0.1096 0.142
H -0.697152 -0.973962 0.611872 0.8069 0.2532 1.3379 0.106
H 2.076301 0.640393 0.597487 -1.2054 0.2142 -0.4119 0.148
H 1.260759 2.267465 0.720936 -0.3291 -1.4873 -0.4814 0.145
H -1.789350 -0.124836 -1.280088 0.4676 1.2387 0.1963 0.095
H -1.955668 1.588256 -0.456913 0.7741 -0.8140 -0.8312 0.100
H -1.808151 1.403101 -2.305696 0.2918 -0.6444 1.5094 0.082
Hg 1.342830 2.239276 -3.363286 -0.2131 -0.0309 0.7471 1.225